(1)
Density functional theory data (the ωB97M-V functional and the def2-TZVPD basis) for a structure of composition C3H18NO6 at a distorted geometry.

Summary:
charge: -1
2S+1: 1

XYZ file:
```
28
Properties=species:S:1:pos:R:3:forces:R:3:mulliken_charge:R:1
C -1.25760 0.78017 2.22084 0.189 0.081 -0.614 -0.96
N -0.24390 0.58776 1.17843 -0.301 0.407 0.275 -0.18
C -0.72956 -0.13408 0.00918 0.280 -0.138 -0.272 -0.31
C -0.96230 -1.63541 0.25827 0.181 -0.272 0.362 -0.42
O 0.12696 -2.20812 0.91489 0.406 0.120 -0.087 -0.73
H -0.81280 1.26945 3.08582 0.040 -0.062 0.039 0.33
H -1.74137 -0.15043 2.53262 -0.063 -0.003 0.141 0.36
H -2.01131 1.46285 1.81720 -0.112 -0.042 0.151 0.32
H 0.49672 0.02065 1.56038 0.277 -0.209 0.073 0.29
H 0.05055 -0.06444 -0.75205 0.040 -0.050 -0.019 -0.23
H -1.60084 0.37813 -0.42273 -0.069 -0.048 0.146 0.50
H -1.15009 -2.15075 -0.69841 -0.190 0.224 -0.032 0.30
H -1.82757 -1.81454 0.92014 -0.043 0.110 -0.257 0.20
H 1.51695 1.11700 -2.25234 0.019 0.274 -0.218 0.46
H 0.20303 1.85334 -1.93105 0.777 0.325 -0.364 0.32
O 1.10643 2.03959 -2.26730 -0.761 -0.692 0.345 -0.79
H 0.91657 2.42558 0.68161 0.147 0.124 -0.135 0.39
H 1.55070 2.83278 -0.65146 -0.101 0.179 0.504 0.43
O 1.45222 3.13679 0.28188 -0.102 -0.309 -0.207 -0.77
H 2.85592 -1.66621 0.19500 -0.523 -0.311 -0.602 0.25
H 1.03216 -2.11082 0.31617 -0.684 -0.132 0.278 0.44
O 2.17812 -1.98069 -0.43783 0.786 0.283 0.802 -0.89
H -3.98229 -1.27994 0.74909 -0.108 0.214 -0.013 0.37
H -3.17468 -0.01483 0.67413 -0.052 0.098 0.022 0.26
O -4.08676 -0.31859 0.74134 -0.049 -0.327 -0.018 -0.69
H 2.13817 -1.11690 -1.37771 0.112 0.016 -0.522 0.38
H 1.84037 -0.96437 -3.03193 -0.007 -0.046 -0.050 0.24
O 2.12593 -0.42704 -2.29144 -0.091 0.184 0.272 -0.86
```
Positions in Å, forces in eV/Å.

=====

(2)
Density functional theory data (the ωB97M-V functional and the def2-TZVPD basis) for the ion C3H7Cl2FN with charge +1.

Summary:
charge: +1
SMILES: C[C@@H](Cl)[C@H](Cl)[NH2+]F
2S+1: 1

XYZ file:
```
14
Properties=species:S:1:pos:R:3:forces:R:3:mulliken_charge:R:1
C 1.48779 0.66879 0.40383 -0.042 -0.016 0.055 -1.22
C 0.79405 -0.56297 -0.15589 -0.019 0.108 -0.040 0.07
Cl 0.53834 -1.81242 1.11281 0.075 -0.004 -0.016 -0.15
C -0.58261 -0.35517 -0.79114 -0.041 0.049 0.068 -0.19
Cl -0.63135 0.84158 -2.05816 0.007 -0.013 -0.003 -0.06
N -1.60228 0.01110 0.25654 -0.056 0.020 0.089 0.00
F -1.36190 1.24008 0.80832 -0.055 -0.082 -0.079 -0.09
H 2.55469 0.47676 0.47835 0.008 -0.031 0.047 0.37
H 1.11428 0.91772 1.39505 -0.002 0.023 -0.011 0.34
H 1.34225 1.52717 -0.25160 0.035 -0.046 -0.045 0.36
H 1.39918 -1.02719 -0.93107 0.000 -0.052 -0.024 0.40
H -0.96725 -1.30497 -1.16793 0.021 -0.011 -0.032 0.44
H -2.55306 0.05216 -0.13184 0.033 0.054 0.003 0.37
H -1.53212 -0.67265 1.03273 0.037 0.002 -0.013 0.35
```
Positions in Å, forces in eV/Å.

=====

(3)
Density functional theory data (the ωB97M-V functional and the def2-TZVPD basis) for a cluster of 2 separate species, C6H13N4O4 in total at a distorted geometry.

Summary:
charge: +1
2S+1: 1

XYZ file:
```
27
Properties=species:S:1:pos:R:3:forces:R:3:mulliken_charge:R:1
C -2.51872 -0.66562 0.13921 4.674 0.827 -0.916 -0.24
C -0.42667 0.03581 0.12889 -1.862 -4.200 1.864 0.52
C -1.10388 1.33639 -1.73241 0.562 1.015 -1.018 -0.89
C 1.15368 0.82961 -1.51835 1.832 0.956 0.875 -1.01
C 0.09365 -1.71327 1.80052 -0.441 0.352 0.453 -0.95
C 0.94738 0.62119 1.94147 -1.228 0.354 0.915 -1.01
N -3.00412 -1.78083 -0.35395 -1.249 -0.472 0.270 0.71
N -3.22512 0.32690 0.83314 -1.752 -2.976 0.615 0.99
N -0.14246 0.62458 -0.95558 -0.488 1.256 0.781 0.07
N 0.41184 -0.45954 1.11953 -2.180 0.697 -2.503 0.08
O -2.08223 -2.53497 -0.99666 1.491 -1.170 -1.013 -0.44
O -4.12684 -2.23114 -0.29318 -0.153 0.257 0.016 -0.56
O -2.59594 1.26445 1.20070 1.143 2.463 0.506 -0.56
O -4.36839 0.03143 1.12391 -0.348 0.770 -0.092 -0.54
H -2.06712 1.25408 -1.36268 -1.752 -0.276 0.749 0.37
H -0.83141 2.42155 -1.74461 -0.109 -0.989 -0.346 0.32
H -1.00573 0.81484 -2.66699 -0.468 0.612 -1.001 0.40
H 1.14973 0.52483 -2.55857 -0.020 0.431 -0.131 0.38
H 1.61452 1.83559 -1.27828 -1.056 -0.760 -0.793 0.34
H 1.76986 0.19197 -0.97327 1.447 -1.413 0.599 0.42
H 0.94299 -2.28514 2.09376 1.266 -0.124 -0.361 0.35
H -0.28459 -1.39354 2.74659 -0.982 -0.152 0.743 0.40
H -0.55687 -2.41313 1.28753 -0.240 0.495 -0.347 0.32
H 1.91604 0.32021 2.32191 0.324 0.654 -0.277 0.37
H 0.76575 1.49449 1.34119 1.432 0.754 -0.297 0.37
H 0.27948 0.92747 2.79107 0.354 -1.100 -0.302 0.37
H -2.47503 -3.39279 -1.36825 -0.199 1.737 1.011 0.42
```
Positions in Å, forces in eV/Å.

=====

Respective DFT total energy values: -631.34711, -1193.16620, -755.76980 hartree.
Respective gap between HOMO and LUMO values: 9.0, 11.9, 9.0 eV.
Respective LUMO energy values: 3.289, -3.814, -4.591 eV.